Entry 1:
{"formula": "C3H3InO", "method": "wB97M-V/def2-TZVPD", "symbols": ["C", "C", "C", "H", "H", "H", "O", "In"], "coordinates": [[0.5764, -0.4038, -0.0135], [1.6583, 0.1065, -1.0131], [1.4382, 0.5208, 0.3921], [1.4420, 0.8125, -1.8299], [2.4478, -0.6105, -1.2874], [1.9652, 0.9486, 1.2438], [-2.3765, 0.5961, 0.9044], [-1.3983, -0.6845, 0.1601]], "lumo_energy_ev": -1.6, "e_above_lowest_ev": 1.007, "gap_ha": 0.287, "e_homo_ev": -9.40}

=====

Entry 2:
{"formula": "C3H3LiMgO2", "method": "wB97M-V/def2-TZVPD", "symbols": ["O", "Li", "C", "C", "O", "C", "H", "H", "H", "Mg"], "coordinates": [[-1.4352, 0.5977, -0.1323], [-3.1325, 0.2552, -0.2649], [0.8138, 0.7239, 1.1347], [-0.1198, -0.3048, 0.5678], [1.5287, 0.6537, -0.3791], [0.9410, -0.6492, -0.4600], [-0.5945, -1.0729, 1.1960], [0.5865, -0.8953, -1.4766], [1.6492, -1.4287, -0.1309], [-0.2372, 2.1205, -0.0547]], "lumo_energy_ev": [-1.0, -1.2], "e_above_lowest_ev": 0.000, "gap_ha": [0.155, 0.212], "e_homo_ev": [-5.21, -6.98]}

=====

Entry 3:
{"formula": "C3H3LiO2Pb", "method": "wB97M-V/def2-TZVPD", "symbols": ["H", "O", "C", "C", "C", "O", "Pb", "Li", "H", "H"], "coordinates": [[1.0542, -1.7302, -1.8677], [-0.6568, 0.7703, 0.4217], [-0.1458, -0.2874, 1.0068], [1.0106, -0.4361, 1.6592], [0.6762, -0.8927, -1.2625], [0.7740, -1.2149, -0.0356], [-0.6380, 0.8699, -1.6279], [-0.9430, 2.2621, 1.5212], [1.4861, 0.3982, 2.1680], [0.0977, -0.8596, 2.4493]], "lumo_energy_ev": [-10.5, -10.2], "e_above_lowest_ev": 4.957, "total_charge": 2, "gap_ha": [0.277, 0.261], "e_homo_ev": [-18.02, -17.31]}

=====

Entry 4:
{"formula": "C3H3LiO3Rh", "method": "wB97M-V/def2-TZVPD", "symbols": ["C", "C", "O", "C", "O", "O", "Li", "H", "H", "H", "Rh"], "coordinates": [[-0.3911, 0.3755, -0.2628], [-0.4614, 0.7539, 1.1544], [-1.3410, -0.2436, 0.6316], [0.6176, -0.7559, -0.8607], [0.4812, -1.9216, -0.4480], [1.5731, -0.2656, -1.4697], [2.2938, 1.3663, -1.8611], [-0.9066, 0.9746, -1.0177], [-1.0050, 1.6471, 1.4654], [0.2699, 0.3553, 1.8624], [-1.1306, -2.2861, 0.8063]], "lumo_energy_ev": [-7.8, -13.7], "e_above_lowest_ev": 0.000, "total_charge": 2, "gap_ha": [0.313, 0.245], "multiplicity": 6, "e_homo_ev": [-16.33, -20.32]}

=====

Entry 5:
{"formula": "C3H3LiO3Y", "method": "wB97M-V/def2-TZVPD", "symbols": ["H", "C", "C", "O", "C", "O", "O", "Y", "H", "H", "Li"], "coordinates": [[-5.5533, 1.7574, -0.4777], [-2.5886, 0.1282, 0.2253], [-2.1493, -1.2619, -0.0149], [-0.7216, -1.1694, -0.2248], [-0.3821, 0.0594, -0.1167], [-1.4887, 0.8455, 0.1550], [0.7208, 0.5506, -0.1731], [3.0746, 0.3594, -0.5236], [-2.6282, -1.6862, -0.9113], [-2.3537, -1.9121, 0.8494], [-4.5373, 1.0552, 0.7505]], "lumo_energy_ev": [-12.6, -12.8], "e_above_lowest_ev": 0.513, "total_charge": 3, "gap_ha": [0.348, 0.239], "e_homo_ev": [-22.08, -19.25]}

=====

Entry 6:
{"formula": "C3H3LiO4", "method": "wB97M-V/def2-TZVPD", "symbols": ["C", "C", "O", "O", "H", "H", "H", "Li", "O", "O", "C"], "coordinates": [[1.3562, 0.0673, 1.4507], [2.8334, -0.1594, 1.7627], [3.1626, -0.6610, 2.8030], [1.0261, 0.7076, 0.4773], [0.6363, -0.2531, 2.2296], [-2.1412, -1.4716, -1.4440], [3.5498, 0.2066, 0.9978], [-0.5679, 1.0809, -0.5927], [-2.0171, 0.5469, -1.5110], [-3.4222, -0.6397, -2.7790], [-2.5546, -0.5288, -1.9093]], "lumo_energy_ev": -2.5, "e_above_lowest_ev": 0.976, "gap_ha": 0.214, "e_homo_ev": -8.35}

=====

Entry 7:
{"formula": "C3H3LuMgO4", "method": "wB97M-V/def2-TZVPD", "symbols": ["O", "C", "O", "Mg", "O", "C", "C", "O", "Lu", "H", "H", "H"], "coordinates": [[0.9139, -2.4596, -0.1161], [1.0625, -1.8995, -1.2637], [2.1086, -1.9312, -1.9102], [0.0846, -1.8772, 1.5652], [-0.9604, -0.3580, 0.6445], [-0.7068, 0.4021, -0.3958], [-0.5616, 1.8591, 0.0429], [-0.3830, 2.1210, 1.3895], [-0.5427, 0.7248, 2.7444], [-1.4782, 2.3544, -0.3558], [0.2765, 2.2547, -0.5760], [0.1866, -1.1906, -1.7687]], "lumo_energy_ev": -2.0, "e_above_lowest_ev": 0.000, "gap_ha": 0.200, "e_homo_ev": -7.43}

=====

Entry 8:
{"formula": "C3H3N", "method": "wB97M-V/def2-TZVPD", "symbols": ["C", "C", "C", "N", "H", "H", "H"], "coordinates": [[-0.9844, 0.3124, 0.9492], [-0.5173, 0.3273, 2.0929], [0.2500, 0.0964, -0.5610], [1.1278, -0.4754, -1.0948], [-1.8572, 0.1892, 0.3807], [-0.0279, 0.3913, 2.8197], [1.3700, -0.9525, -1.9130]], "lumo_energy_ev": 0.9, "e_above_lowest_ev": 5.187, "gap_ha": 0.324, "e_homo_ev": -7.90}

=====

Entry 9:
{"formula": "C3H3N", "method": "wB97M-V/def2-TZVPD", "symbols": ["C", "C", "C", "N", "H", "H", "H"], "coordinates": [[-0.7212, -0.1090, -0.1648], [-0.0171, 1.0055, -0.0180], [0.6041, -0.8496, -0.0168], [1.2942, 0.2149, 0.0952], [-1.9437, -0.4554, 0.0383], [-0.1444, 2.0675, 0.0355], [0.9280, -1.8739, 0.0307]], "lumo_energy_ev": -0.1, "e_above_lowest_ev": 3.474, "gap_ha": 0.323, "e_homo_ev": -8.86}

=====

Entry 10:
{"formula": "C3H3N2O", "method": "wB97M-V/def2-TZVPD", "symbols": ["C", "C", "C", "N", "N", "O", "H", "H", "H"], "coordinates": [[-2.7230, 0.1786, -0.0325], [-0.5794, -1.0788, -0.0383], [1.5201, 0.3500, -0.1690], [-1.6614, -0.5026, -0.1626], [2.4862, 0.2376, 0.4526], [-3.7188, 0.6677, 0.0929], [1.1266, 1.2903, -0.7403], [0.6694, -0.5764, -0.3749], [2.8803, -0.5663, 0.9720]], "lumo_energy_ev": [-6.7, -6.7], "e_above_lowest_ev": 5.419, "total_charge": 1, "gap_ha": [0.256, 0.257], "e_homo_ev": [-13.68, -13.68]}

=====

Entry 11:
{"formula": "C3H3N2O", "method": "wB97M-V/def2-TZVPD", "symbols": ["C", "C", "C", "N", "N", "O", "H", "H", "H"], "coordinates": [[-1.0837, 0.8389, -0.0324], [-0.3046, -0.2354, -0.8847], [0.6201, -0.5490, -0.1854], [2.8623, -1.4438, 0.5262], [1.7339, -1.0174, 0.3723], [-0.7295, 1.4352, 0.9686], [-2.2324, 1.0228, -0.4061], [-0.0049, 1.2059, 1.4476], [-0.8612, -1.2573, -1.8060]], "lumo_energy_ev": -6.9, "e_above_lowest_ev": 7.667, "total_charge": 1, "gap_ha": 0.250, "e_homo_ev": -13.66}

=====

Entry 12:
{"formula": "C3H3N2O2", "method": "wB97M-V/def2-TZVPD", "symbols": ["C", "C", "C", "N", "N", "O", "O", "H", "H", "H"], "coordinates": [[-1.0363, -0.9190, 0.2334], [-0.0653, -1.7860, 0.0212], [1.4916, 0.7233, -0.0807], [-0.9284, 0.4505, -0.4747], [0.1682, 1.2495, 0.0309], [0.6730, -2.5733, -0.4777], [2.3010, 1.5061, 0.4745], [-1.6904, -0.9497, 1.1354], [-0.8236, 0.3923, -1.5017], [-0.0900, 1.9064, 0.6393]], "lumo_energy_ev": 4.0, "e_above_lowest_ev": 4.496, "total_charge": -1, "gap_ha": 0.216, "e_homo_ev": -1.91}

=====

Entry 13:
{"formula": "C3H3N2O2", "method": "wB97M-V/def2-TZVPD", "symbols": ["C", "C", "C", "N", "N", "O", "O", "H", "H", "H"], "coordinates": [[0.8758, 0.0315, 0.0580], [2.1147, 0.6450, 0.0812], [2.0251, -0.8010, -0.0992], [-2.3739, -0.2809, -0.5604], [-2.9814, 0.0780, 0.4886], [2.9264, 1.6101, 0.1795], [2.6644, -1.8111, -0.2987], [-2.7674, 0.4129, -1.2686], [-0.1429, 0.2726, 0.1335], [-2.3408, -0.1571, 1.2861]], "lumo_energy_ev": 2.9, "e_above_lowest_ev": 4.489, "total_charge": -1, "gap_ha": 0.207, "e_homo_ev": -2.74}

=====

Entry 14:
{"formula": "C3H3N2O2", "method": "wB97M-V/def2-TZVPD", "symbols": ["C", "C", "C", "N", "N", "O", "O", "H", "H", "H"], "coordinates": [[1.2663, -0.1210, 0.0618], [-1.6799, -0.5997, 0.0239], [-1.0408, 0.7855, -0.0152], [0.9007, -1.2722, -0.2047], [0.2812, 0.8854, 0.0778], [-2.4157, -1.4067, 0.0259], [-1.8631, 1.6338, -0.1470], [2.3509, 0.3519, 0.2205], [1.5114, -2.0714, -0.2727], [0.6890, 1.8144, 0.2298]], "lumo_energy_ev": -6.6, "e_above_lowest_ev": 1.354, "total_charge": 1, "gap_ha": 0.337, "e_homo_ev": -15.80}

=====

Entry 15:
{"formula": "C3H3N2O2", "method": "wB97M-V/def2-TZVPD", "symbols": ["O", "C", "N", "C", "N", "O", "C", "H", "H", "H"], "coordinates": [[-0.0717, 2.7086, -0.5825], [0.1085, 1.5784, -0.4346], [-0.2906, 0.7944, 0.8443], [0.1008, -0.4422, 0.6022], [0.8199, -0.5034, -0.5196], [0.6411, 0.6403, -1.2169], [-0.0599, -1.6782, -0.1527], [-0.6936, 1.1566, 1.6987], [0.5948, -2.5442, 0.2001], [-1.1491, -1.7103, -0.4389]], "lumo_energy_ev": -6.3, "e_above_lowest_ev": 4.147, "total_charge": 1, "gap_ha": 0.384, "e_homo_ev": -16.74, "smiles": "O=c1[nH]c2[n+](o1)C2"}

=====

Entry 16:
{"formula": "C3H3N2O3S2", "method": "wB97M-V/def2-TZVPD", "symbols": ["C", "C", "C", "N", "N", "O", "O", "O", "S", "S", "H", "H", "H"], "coordinates": [[0.0346, -0.3860, -0.5498], [-0.4979, 0.6079, 0.3521], [-0.9730, -2.2909, 0.4325], [-0.2534, -1.6757, -0.5082], [-1.5508, 0.1750, 1.0754], [-1.1537, 2.4667, 2.6509], [-2.3303, 0.4271, 3.4822], [0.0880, 1.7675, 0.4925], [-2.0040, -3.4825, 0.4122], [-2.2212, 1.2221, 2.2350], [0.8231, -0.2772, -1.2638], [0.2952, -2.1646, -1.1538], [-0.5508, 2.6738, 1.8849]], "lumo_energy_ev": [2.6, 2.6], "e_above_lowest_ev": 3.016, "total_charge": -1, "gap_ha": [0.237, 0.241], "e_homo_ev": [-3.81, -3.95]}

=====

Entry 17:
{"formula": "C3H3N2S", "method": "wB97M-V/def2-TZVPD", "symbols": ["S", "N", "C", "N", "C", "C", "H", "H", "H"], "coordinates": [[-2.2211, -0.1760, -0.0983], [-0.6201, 0.2647, 0.2935], [0.1641, 1.3814, 0.2288], [1.3986, 1.2181, 0.0908], [1.5356, -0.0797, -0.3175], [0.2740, -0.6533, -0.1789], [-2.6778, 0.0720, 1.0699], [2.4554, -0.5269, -0.6150], [-0.3087, -1.5002, -0.4732]], "lumo_energy_ev": [-8.8, -7.4], "e_above_lowest_ev": 4.272, "total_charge": 1, "gap_ha": [0.242, 0.296], "e_homo_ev": [-15.43, -15.43], "smiles": "Sn1c#[n+]cc1"}

=====

Entry 18:
{"formula": "C3H3N2S2", "method": "wB97M-V/def2-TZVPD", "symbols": ["C", "C", "C", "N", "N", "S", "S", "H", "H", "H"], "coordinates": [[3.1087, -0.2936, -0.5844], [0.5685, 1.1041, -0.9146], [-1.2181, 0.2816, -0.0079], [1.2069, 0.6287, -1.7329], [-1.6247, -0.6358, 0.7616], [-0.3300, 1.7380, 0.3658], [3.2975, -0.7188, 0.8523], [-1.2982, 0.0210, -1.1130], [-2.1753, -1.5561, 0.5965], [-1.5354, -0.5690, 1.7765]], "lumo_energy_ev": -5.8, "e_above_lowest_ev": 3.260, "total_charge": 1, "gap_ha": 0.280, "e_homo_ev": -13.41}

=====

Entry 19:
{"formula": "C3H3N3O", "method": "wB97M-V/def2-TZVPD", "symbols": ["C", "O", "N", "C", "N", "C", "N", "H", "H", "H"], "coordinates": [[-0.7499, -0.0012, 0.0257], [-0.0475, -0.4849, 1.1877], [0.1535, 0.5445, 2.1289], [1.3611, 0.5112, 2.8270], [2.3212, 0.4853, 3.3824], [-0.7623, 1.4029, 2.5081], [-1.3962, 2.3186, 2.7513], [-0.9874, 1.0538, 0.1682], [-1.8478, -0.3421, -0.1215], [-0.1647, -0.3792, -0.8741]], "lumo_energy_ev": 0.3, "e_above_lowest_ev": 4.903, "gap_ha": 0.391, "e_homo_ev": -10.38, "smiles": "CON(C#N)C#N"}

=====

Entry 20:
{"formula": "C3H3N3O", "method": "wB97M-V/def2-TZVPD", "symbols": ["N", "C", "C", "C", "O", "H", "H", "H", "N", "N"], "coordinates": [[-0.6494, -0.7142, -1.9581], [-0.7813, -0.1040, -0.9184], [-1.0065, 0.5431, 0.2174], [-0.4446, 0.0960, 1.4959], [0.1463, -0.9469, 1.6807], [0.1532, -0.5105, -2.5500], [-1.5933, 1.4534, 0.1785], [-0.5855, 0.8236, 2.3193], [2.2918, -0.7003, -0.6212], [2.4693, 0.0597, 0.1560]], "lumo_energy_ev": 0.5, "e_above_lowest_ev": 0.820, "gap_ha": 0.374, "e_homo_ev": -9.71, "smiles": "N=C=CC=O.N#N"}